Entry from the OMol25 dataset: 10 unconnected molecules or ions with the total composition C6H28O10 at a distorted geometry (ωB97M-V with the def2-TZVPD basis set).

Values from the calculation:
- Relative energy (zero: lowest compared OMol25 entry of this formula, charge and spin): 95.50 kcal/mol
- Calculated total energy: -27149.8212 eV
- LUMO: 0.040 eV
- Frontier orbital gap: 0.359 Ha
- SMILES: C=CCCCC=O.O.O.O.O.O.O.O.O.O

XYZ file:
```
44
Properties=species:S:1:pos:R:3:mulliken_charge:R:1
C -0.77 -1.22 1.64 -1.33
C -0.06 -0.19 2.12 0.34
C -0.50 1.26 2.20 -0.26
C -2.04 1.51 2.08 -1.00
C -2.55 1.30 0.62 -0.62
C -1.73 2.06 -0.35 -0.02
O -1.08 1.59 -1.25 -0.65
H -1.78 -1.10 1.29 0.09
H -0.62 -2.24 1.96 0.46
H 0.98 -0.33 2.39 0.34
H -0.11 1.66 1.25 0.03
H -0.08 1.78 3.05 0.46
H -2.52 0.83 2.78 0.35
H -2.23 2.56 2.27 0.43
H -3.52 1.79 0.64 0.38
H -2.80 0.31 0.25 0.40
H -1.88 3.16 -0.29 0.31
O -0.58 -0.42 -3.20 -0.68
H -0.66 -0.25 -4.15 0.31
H -0.72 0.40 -2.71 0.50
O 3.34 0.67 -0.89 -0.61
H 3.54 0.40 0.02 0.34
H 3.85 1.49 -0.94 0.29
O 0.31 -2.21 4.33 -0.63
H 0.63 -2.89 3.73 0.32
H -0.57 -2.05 3.99 0.35
O 1.84 -1.51 -2.91 -0.71
H 2.41 -0.97 -2.34 0.31
H 0.94 -1.11 -2.86 0.44
O -1.98 -3.98 -0.75 -0.64
H -2.83 -3.54 -0.73 0.30
H -1.35 -3.30 -0.48 0.33
O 0.71 -2.82 -0.72 -0.65
H 1.18 -3.60 -1.07 0.34
H 0.57 -2.51 -1.64 0.28
O 2.77 3.25 0.15 -0.64
H 2.26 2.66 -0.41 0.35
H 2.29 4.09 0.12 0.31
O 3.01 -1.93 0.36 -0.67
H 2.24 -2.44 0.02 0.44
H 3.54 -1.84 -0.45 0.27
O -1.04 3.58 -3.13 -0.63
H -0.69 2.98 -2.45 0.36
H -1.75 3.11 -3.59 0.30
```

Entry from the OMol25 dataset: 7 unconnected molecules or ions with the total composition C14H42O7 at a distorted geometry (ωB97M-V with the def2-TZVPD basis set).

Values from the calculation:
- Relative energy (zero: lowest compared OMol25 entry of this formula, charge and spin): 177.61 kcal/mol
- Calculated total energy: -29523.7727 eV
- LUMO: 0.596 eV
- Frontier orbital gap: 0.362 Ha
- SMILES: CCO.CCO.CCO.CCO.CCO.CCO.CCO

XYZ file:
```
63
Properties=species:S:1:pos:R:3:mulliken_charge:R:1
C 1.61 2.00 -1.73 -0.14
C 1.39 2.47 -3.16 -0.73
O 1.04 3.90 -3.13 -0.57
H 0.54 2.11 -1.21 -0.21
H 2.29 2.58 -1.33 0.63
H 1.94 0.96 -1.71 -0.06
H 0.82 2.03 -3.85 0.45
H 2.50 2.52 -3.57 0.31
H 1.78 4.46 -3.09 0.29
C 3.59 -0.33 1.22 -0.48
C 4.64 -1.42 1.52 -0.46
O 5.71 -1.13 0.72 -0.51
H 3.22 -0.16 0.15 0.09
H 4.11 0.56 1.44 0.35
H 2.61 -0.48 1.75 0.06
H 4.34 -2.40 1.07 0.22
H 4.79 -1.39 2.61 0.38
H 6.47 -1.36 1.32 0.32
C -0.30 3.38 2.59 -0.99
C 1.05 3.88 1.91 -0.40
O 1.84 2.55 1.60 -0.47
H -0.74 2.70 1.94 0.10
H -0.80 4.20 2.72 0.52
H 0.12 2.96 3.50 0.27
H 1.67 4.40 2.60 0.31
H 1.08 4.33 1.00 0.45
H 2.61 2.77 1.03 0.23
C -5.23 -2.54 2.67 -1.47
C -4.80 -1.27 1.88 0.38
O -5.26 -0.17 2.62 -0.52
H -4.90 -2.46 3.56 0.53
H -4.71 -3.52 2.40 0.31
H -6.25 -2.67 2.87 0.37
H -5.29 -1.26 0.94 0.34
H -3.73 -1.08 1.56 -0.28
H -5.85 0.22 2.01 0.31
C -3.09 0.17 -1.23 -1.40
C -1.87 0.30 -2.13 -0.16
O -0.89 -0.65 -1.66 0.01
H -3.99 0.75 -1.75 0.29
H -2.92 0.35 -0.25 0.32
H -3.34 -0.85 -1.20 0.42
H -1.48 1.33 -1.89 0.13
H -2.13 0.13 -3.13 0.61
H -0.61 -0.47 -0.83 0.10
C -0.45 -2.16 1.33 -1.07
C -0.46 -0.74 1.85 -0.27
O -0.17 0.15 0.72 -0.35
H 0.56 -2.51 1.00 0.24
H -1.36 -2.27 0.61 0.21
H -0.76 -2.59 2.36 0.38
H 0.33 -0.69 2.62 0.42
H -1.47 -0.51 2.24 0.34
H 0.42 0.84 0.79 -0.06
C 0.82 -3.22 -2.74 -0.64
C 1.64 -2.12 -3.31 0.06
O 0.65 -1.29 -3.99 -0.62
H 0.43 -2.96 -1.81 0.04
H 1.65 -3.92 -2.51 0.34
H -0.09 -3.67 -3.47 0.18
H 2.41 -2.48 -4.16 0.27
H 2.26 -1.46 -2.52 -0.06
H 0.03 -0.81 -3.36 0.33
```

Entry from the OMol25 dataset: a molecular structure, C3H3ClN2OS at a distorted geometry (ωB97M-V with the def2-TZVPD basis set).

Values from the calculation:
- Relative energy (zero: lowest compared OMol25 entry of this formula, charge and spin): 59.63 kcal/mol
- Calculated total energy: -31541.9484 eV
- LUMO: -2.060 eV
- Frontier orbital gap: 0.245 Ha

XYZ file:
```
11
Properties=species:S:1:pos:R:3:mulliken_charge:R:1
C -1.90 -0.12 -0.30 -0.34
C -0.93 0.80 -0.01 -0.33
C -0.01 -1.13 -0.60 -0.10
N -1.28 -1.26 -0.69 -0.53
N 0.29 0.12 -0.09 -0.06
O 3.06 0.67 -0.30 -0.30
S 2.15 1.20 0.59 0.70
Cl 1.96 -0.01 2.30 -0.10
H -2.95 -0.03 -0.50 0.38
H -1.12 1.77 0.30 0.39
H 0.74 -2.00 -0.70 0.28
```

Entry from the OMol25 dataset: a molecular structure, C14H20AlBrCaClF12N2O4P at a distorted geometry (ωB97M-V with the def2-TZVPD basis set).

Values from the calculation:
- Calculated total energy: -175486.7069 eV
- LUMO: -10.628 eV
- Frontier orbital gap: 0.041 Ha
- Charge: +2

XYZ file:
```
57
Properties=species:S:1:pos:R:3:mulliken_charge:R:1
C -0.22 -1.01 1.93 -1.04
C -0.40 0.53 1.99 -0.45
C 0.46 1.34 1.02 0.01
F 1.53 0.63 0.54 -0.36
P -0.48 1.93 -0.50 0.97
Cl -0.27 -0.07 -1.34 -0.31
C 0.47 2.73 -1.86 -1.08
C 0.74 1.96 -3.15 -1.84
N 2.01 1.19 -3.13 -0.24
O -0.95 3.44 0.25 -0.56
C -0.02 4.34 0.37 0.42
N 0.79 5.15 0.33 -0.39
C -2.43 1.56 -0.52 1.20
F -2.95 2.28 0.70 -0.36
F -2.72 0.32 -0.29 -0.20
C -3.16 2.16 -1.80 -0.59
F -2.39 2.28 -2.87 -0.17
F -3.46 3.49 -1.51 -0.25
C -4.58 1.38 -2.31 0.99
F -5.05 2.15 -3.27 -0.25
F -5.56 1.25 -1.31 -0.30
C -4.33 -0.07 -2.86 0.63
F -5.03 -0.24 -3.97 -0.23
F -3.03 -0.30 -3.06 -0.17
F -4.77 -0.94 -1.97 -0.23
H -1.20 -1.45 1.73 0.33
H 0.05 -1.39 2.90 0.17
H 0.43 -1.36 1.15 0.39
H -0.10 0.83 2.99 0.57
H -1.46 0.75 1.94 0.02
H 0.91 2.18 1.55 0.74
H 1.47 2.99 -1.51 0.63
H -0.07 3.62 -2.17 0.53
H -0.11 1.39 -3.56 0.86
H 0.93 2.78 -3.88 0.52
H 1.77 0.20 -3.17 0.32
H 2.59 1.43 -3.93 0.14
Ca 1.31 2.54 -5.64 1.80
F 2.56 3.99 -3.30 -0.65
O 0.21 -3.45 4.07 -0.59
C 1.40 -3.50 3.89 0.57
O 2.11 -2.39 3.56 -0.30
C 3.49 -2.76 3.30 -0.50
C 3.69 -4.08 4.03 -0.34
C 2.30 -4.71 3.93 -0.53
H 3.62 -2.86 2.22 0.25
H 4.15 -1.98 3.67 0.33
H 4.48 -4.69 3.60 0.36
H 3.94 -3.90 5.07 0.23
H 2.16 -5.28 3.01 0.26
H 2.07 -5.33 4.80 0.32
O -1.29 -1.80 -5.34 -0.65
H -1.24 -2.75 -5.18 0.33
H -1.83 -1.47 -4.62 0.33
Br -4.83 2.77 0.11 0.42
F 5.51 -3.99 6.14 -0.22
Al 6.79 -3.63 7.23 0.19
```